1.
This record from the OMol25 dataset describes C39H32BiBr2F10N3O3PS2 as an isolated structure. The level of theory is ωB97M-V/def2-TZVPD.

The geometry in XYZ format:
```
93
Properties=species:S:1:pos:R:3
Bi -0.79442 -0.65994 0.78268
C 1.10852 1.95429 1.29755
N 1.42841 0.58393 0.91656
C 2.35509 0.48861 -0.22885
C 2.33288 1.63925 -1.23727
N 1.15758 1.61247 -2.06805
C 0.58901 2.76579 -2.51086
C -0.78295 2.73586 -2.89273
F -1.24061 0.45615 -2.21752
C -1.37640 3.89328 -3.40798
F -2.63105 3.83281 -3.88911
C -0.73353 5.11263 -3.41552
F -1.33022 6.21454 -3.89562
C 0.58824 5.17361 -2.97142
F 1.25060 6.34592 -2.99085
C 1.23526 4.02077 -2.58042
F 2.54939 4.13664 -2.27732
C 2.02526 -0.13454 2.03951
C 1.11020 -0.24156 3.27014
N -0.27438 -0.05795 2.90442
C -1.16723 0.26758 3.85054
C -2.38027 0.90431 3.49412
F -2.60917 1.18850 2.20062
C -3.32969 1.30505 4.41010
F -4.43571 1.93489 3.98990
C -3.13752 1.08400 5.77081
F -4.05153 1.48427 6.67766
C -1.96724 0.45586 6.16949
F -1.74199 0.21992 7.47612
C -1.02465 0.05177 5.24107
F 0.06285 -0.58933 5.73702
H 2.01055 2.51772 1.56446
H 0.44389 1.93572 2.15568
H 0.57784 2.45793 0.49353
H 2.14173 -0.44864 -0.74257
H 3.38467 0.45007 0.15524
H 3.25196 1.55914 -1.83106
H 2.38682 2.58539 -0.69738
H 2.96170 0.35492 2.35072
H 2.26726 -1.13830 1.68827
H 1.39636 0.52291 4.00295
H 1.27401 -1.22312 3.72962
C -5.84522 -3.23997 -3.38327
O -4.66686 -3.63435 -4.04412
C -3.47394 -3.43299 -3.41327
C -2.33638 -3.62968 -4.21595
C -1.09212 -3.39176 -3.70011
C -0.91103 -2.95033 -2.38030
C 0.40821 -2.59807 -1.91594
C 1.60198 -3.25400 -2.57445
O 0.64575 -1.77076 -1.03273
C -2.05142 -2.83289 -1.53117
O -1.95781 -2.58277 -0.26553
C -3.32493 -3.07205 -2.09281
H -6.64253 -3.32767 -4.12065
H -5.78476 -2.20317 -3.03754
H -6.06714 -3.89143 -2.53104
H -2.47371 -3.93500 -5.24117
H -0.23148 -3.50243 -4.34353
H 1.39495 -4.26053 -2.92605
H 2.42277 -3.26653 -1.85980
H 1.90134 -2.62902 -3.41644
H -4.16856 -2.95857 -1.42894
Br -1.86811 3.07751 -0.30642
C -1.55890 1.45976 -3.08547
Br 1.52230 0.28844 -3.64975
H -1.37157 1.06475 -4.09653
H -2.62725 1.66059 -2.95380
S -2.74753 -1.95944 2.34936
P -1.52778 -3.48362 1.94341
S 0.36289 -2.82991 1.47531
C -1.11391 -4.36169 3.50402
C -0.27234 -5.46462 3.41143
C 0.17737 -6.08875 4.55842
C -0.21704 -5.61657 5.80063
C -1.06243 -4.52443 5.89523
C -1.50649 -3.89090 4.74611
C -2.22574 -4.87229 0.98648
C -1.59875 -5.46428 -0.09712
C -2.25416 -6.46350 -0.79475
C -3.51130 -6.88418 -0.39181
C -4.12146 -6.30774 0.71038
C -3.48027 -5.29577 1.39887
H 0.04261 -5.80798 2.43523
H 0.84533 -6.93623 4.48682
H 0.14248 -6.09844 6.69813
H -1.36326 -4.15855 6.86631
H -2.15262 -3.02634 4.80060
H -0.62175 -5.11881 -0.40232
H -1.78922 -6.90385 -1.66568
H -4.01937 -7.66502 -0.93871
H -5.10152 -6.63824 1.02482
H -3.94716 -4.80872 2.24504
```

E_HOMO (hartree): -0.1754
Electronic energy (Eh): -9394.417568
Energy relative to the best compared isomer or geometry (same formula, charge and spin) (kcal per mole): 37.2
Total charge: -1
F_max (eV Å⁻¹): 2.13
Gap between HOMO and LUMO (Ha): 0.2128

Atomic partial charges in e from the Mulliken method, atoms 1 to 5: Bi 0.94; C -0.81; N 1.29; C -0.23; C -1.69

=====

2.
This record from the OMol25 dataset describes C39H32ClFIN4O6Pb as an isolated structure. The level of theory is ωB97M-V/def2-TZVPD.

The geometry in XYZ format:
```
85
Properties=species:S:1:pos:R:3
Pb 0.13071 0.29916 0.34491
C 3.95749 -1.88344 2.18010
C 4.18947 -0.84725 1.12344
N 5.30863 -0.87581 0.45112
C 5.53441 0.05845 -0.50132
C 4.67028 1.07801 -0.78194
C 5.00891 2.08723 -1.84700
O 5.15312 3.41008 -1.33410
C 3.44350 1.13586 -0.06247
C 2.57479 2.27315 -0.21098
N 1.36197 2.30545 0.23075
C 0.62800 3.51562 0.25539
C 0.62135 4.43570 -0.78705
C -0.16676 5.57137 -0.70467
C -0.96250 5.79619 0.40979
C -0.96835 4.88658 1.45650
C -0.17407 3.75462 1.37539
I -0.13758 2.37693 2.94208
C 3.16684 0.13394 0.88592
O 2.05217 0.03802 1.55146
H 4.79896 -2.57099 2.19781
H 3.84677 -1.41857 3.16173
H 3.03652 -2.44061 1.99281
H 6.46709 -0.04037 -1.04479
H 5.91359 1.77037 -2.37186
H 4.21124 2.15004 -2.58996
H 5.91302 3.42652 -0.74168
H 3.01021 3.17944 -0.62928
H 1.21247 4.24608 -1.67399
H -0.16841 6.28056 -1.52144
H -1.58324 6.68009 0.46577
H -1.58375 5.05577 2.32935
O -4.51536 -5.45614 -0.63178
C -4.09652 -4.70729 -1.75513
C -3.25528 -3.55535 -1.28366
C -3.08829 -2.42253 -2.06940
C -2.26901 -1.40948 -1.61167
N -1.64245 -1.46707 -0.43984
C -1.81045 -2.53597 0.33187
C -2.60591 -3.60625 -0.05973
C -1.11810 -2.50122 1.65410
C -1.20578 -3.56303 2.53996
C -0.59005 -3.50452 3.78286
C -0.67670 -4.66120 4.75181
O -0.31259 -5.89127 4.16182
C 0.10828 -2.35120 4.09845
C 0.18277 -1.33462 3.16799
N -0.40938 -1.39959 1.97264
H -5.08709 -6.17187 -0.92515
H -4.94513 -4.32453 -2.32982
H -3.48730 -5.32266 -2.42886
H -3.58440 -2.32448 -3.02611
H -2.09337 -0.52074 -2.20681
H -2.75699 -4.46920 0.56743
H -1.75439 -4.44906 2.26023
H -1.68516 -4.70178 5.17651
H 0.01528 -4.48731 5.57501
H -1.07561 -6.29605 3.73934
H 0.61772 -2.24351 5.04642
H 0.77046 -0.44971 3.36063
F 2.92298 -3.12499 -4.08682
C 2.34078 -2.37906 -3.13785
C 2.34855 -2.83968 -1.83380
C 1.74611 -2.06277 -0.85775
C 1.15715 -0.85462 -1.19982
C 1.15188 -0.41193 -2.51220
C 1.75733 -1.18067 -3.49886
H 2.82982 -3.77899 -1.59863
H 1.76535 -2.39960 0.17211
H 0.68880 0.52937 -2.77683
H 1.78261 -0.86281 -4.53210
Cl -5.93225 6.08667 -1.53710
C -4.75401 4.84833 -1.28978
C -3.84297 4.56811 -2.29961
C -2.89542 3.58293 -2.09366
C -2.86626 2.88578 -0.88903
C -3.78804 3.17582 0.11442
C -4.73876 4.15925 -0.08400
C -1.80946 1.89078 -0.66381
O -1.76516 1.29854 0.49612
O -0.93698 1.62116 -1.50845
H -3.88186 5.12127 -3.22714
H -2.16515 3.35320 -2.85743
H -3.74853 2.63392 1.04949
H -5.46257 4.39939 0.68163
```

E_HOMO (hartree): -0.3842
Electronic energy (Eh): -3226.247058
Energy relative to the best compared isomer or geometry (same formula, charge and spin) (kcal per mole): 51.2
Total charge: +1
F_max (eV Å⁻¹): 1.33
Gap between HOMO and LUMO (Ha): 0.2571

Atomic partial charges in e from the Mulliken method, atoms 1 to 5: Pb 2.43; C -1.06; C 0.78; N -0.63; C -1.04